1.
The following is a quantum chemistry calculation of a 7-piece molecular cluster, C24H36NO21 overall in a non-equilibrium geometry, from OMol25.

CARTESIAN COORDINATES (ANGSTROEM)
1 N -66.05 -1.87 9.66
2 O -64.98 -1.50 8.98
3 O -66.44 -2.95 9.48
4 O -66.23 -1.41 10.84
5 C -69.88 -2.14 8.61
6 C -70.77 -2.98 9.43
7 C -70.24 -3.34 10.84
8 O -71.15 -2.88 11.73
9 C -72.07 -2.20 11.19
10 O -73.03 -1.64 11.82
11 O -71.97 -2.22 9.86
12 H -69.93 -1.18 9.07
13 H -70.08 -2.07 7.50
14 H -68.90 -2.68 8.65
15 H -71.25 -3.81 8.80
16 H -69.15 -2.85 11.17
17 H -69.96 -4.43 10.83
18 C -69.23 0.90 10.71
19 C -68.04 1.94 10.68
20 C -67.03 1.64 9.67
21 O -66.86 2.89 9.06
22 C -67.71 3.72 9.42
23 O -67.77 4.86 9.02
24 O -68.46 3.32 10.35
25 H -69.79 1.01 11.53
26 H -68.75 -0.11 10.40
27 H -69.95 1.26 10.02
28 H -67.71 2.12 11.68
29 H -67.28 1.02 9.01
30 H -66.11 1.20 10.33
31 C -64.29 1.62 6.83
32 C -63.42 2.13 8.07
33 C -62.60 0.97 8.68
34 O -61.32 1.52 8.60
35 C -61.25 2.65 7.99
36 O -60.22 3.17 7.61
37 O -62.49 3.01 7.56
38 H -63.51 1.28 6.17
39 H -64.93 2.36 6.36
40 H -64.91 0.77 7.16
41 H -64.02 2.72 8.77
42 H -62.51 -0.06 8.27
43 H -62.80 1.03 9.75
44 C -65.56 0.12 15.12
45 C -66.56 0.36 13.99
46 C -67.68 -0.61 13.98
47 O -68.76 0.15 14.41
48 C -68.43 1.34 14.60
49 O -69.15 2.24 15.05
50 O -67.15 1.56 14.35
51 H -64.91 -0.79 15.02
52 H -65.90 0.01 16.22
53 H -64.87 0.98 15.08
54 H -65.79 0.47 13.04
55 H -67.36 -1.48 14.78
56 H -67.78 -0.81 12.89
57 C -61.72 -1.32 11.84
58 C -62.49 -1.94 12.85
59 C -63.87 -2.65 12.30
60 O -63.69 -3.97 13.01
61 C -62.54 -4.07 13.67
62 O -62.15 -5.10 14.23
63 O -61.86 -2.90 13.53
64 H -60.72 -0.92 12.23
65 H -62.08 -0.47 11.19
66 H -61.51 -1.95 11.00
67 H -62.88 -1.33 13.61
68 H -63.89 -2.74 11.26
69 H -64.63 -2.16 12.80
70 C -64.44 -6.17 10.36
71 C -64.93 -5.87 8.99
72 C -64.05 -4.91 8.25
73 O -63.68 -5.76 7.10
74 C -64.35 -6.90 7.01
75 O -64.36 -7.74 6.12
76 O -65.05 -7.01 8.18
77 H -65.28 -6.84 10.96
78 H -64.38 -5.26 10.96
79 H -63.47 -6.69 10.34
80 H -65.95 -5.69 8.96
81 H -63.03 -4.75 8.40
82 H -64.55 -4.16 7.87

Molecular weight in g mol⁻¹: 674.5
ΔE to the lowest compared entry with this formula, charge and spin in kJ/mol: 202.8
Charge: -1

2.
The following is a quantum chemistry calculation of a 4-piece molecular cluster, C24H37BBr2F4N2O8PS3 overall, from OMol25.

CARTESIAN COORDINATES (ANGSTROEM)
1 C 5.51 2.57 0.59
2 O 5.01 1.52 1.41
3 C 4.00 0.78 0.84
4 O 2.86 0.80 1.74
5 C 2.32 -0.38 2.10
6 O 2.79 -1.15 2.88
7 C 0.95 -0.63 1.49
8 C -0.16 0.02 2.03
9 Br 0.16 1.20 3.45
10 C -1.43 -0.19 1.54
11 C -2.58 0.54 2.17
12 C -3.08 1.69 1.30
13 C -2.19 2.44 0.55
14 C -2.66 3.51 -0.21
15 C -4.01 3.82 -0.20
16 C -4.92 3.08 0.54
17 C -6.38 3.43 0.57
18 C -4.44 2.01 1.29
19 N -1.57 -1.04 0.45
20 C -2.88 -1.29 -0.22
21 F -3.91 -0.86 0.50
22 F -3.04 -2.62 -0.30
23 C -3.02 -0.60 -1.62
24 F -3.09 -1.54 -2.58
25 F -1.96 0.21 -1.84
26 C -0.49 -1.67 -0.13
27 B -0.58 -2.61 -1.47
28 N -0.86 -4.00 -1.42
29 O -0.35 -1.94 -2.63
30 C 0.78 -1.49 0.40
31 P 2.42 -2.25 -0.13
32 O 2.38 -1.99 -1.73
33 Br 2.04 -4.42 0.06
34 H 6.12 3.21 1.22
35 H 4.70 3.17 0.18
36 H 6.11 2.17 -0.23
37 H 3.67 1.19 -0.11
38 H 4.31 -0.26 0.71
39 H -3.39 -0.12 2.43
40 H -2.26 0.98 3.11
41 H -1.13 2.23 0.54
42 H -1.96 4.08 -0.80
43 H -4.36 4.67 -0.78
44 H -7.00 2.56 0.41
45 H -6.61 4.17 -0.19
46 H -6.66 3.84 1.54
47 H -5.11 1.41 1.89
48 H -3.93 0.00 -1.63
49 H -0.96 -4.39 -0.50
50 H -1.62 -4.30 -2.02
51 H 0.33 -2.35 -3.18
52 H 2.89 -2.68 -2.16
53 C -4.26 -2.13 -5.40
54 S -4.41 -1.47 -7.06
55 O -5.26 -0.26 -6.96
56 C -5.45 -2.79 -7.70
57 H -3.67 -1.42 -4.82
58 H -5.25 -2.24 -4.96
59 H -3.74 -3.09 -5.43
60 H -6.35 -2.86 -7.10
61 H -4.89 -3.73 -7.68
62 H -5.70 -2.55 -8.73
63 C 6.80 -4.93 -0.73
64 S 5.85 -3.59 -0.03
65 O 4.72 -3.35 -0.98
66 C 7.05 -2.30 -0.31
67 H 6.20 -5.83 -0.68
68 H 7.05 -4.70 -1.76
69 H 7.71 -5.07 -0.14
70 H 7.29 -2.24 -1.38
71 H 7.95 -2.51 0.27
72 H 6.62 -1.36 0.02
73 C 2.34 2.86 5.94
74 S 1.13 4.13 6.34
75 O 0.21 4.16 5.17
76 C 2.24 5.53 6.18
77 H 1.81 1.91 5.95
78 H 2.75 3.06 4.95
79 H 3.14 2.83 6.69
80 H 2.68 5.54 5.18
81 H 3.02 5.46 6.94
82 H 1.66 6.43 6.34

Molecular weight in g mol⁻¹: 855.4
Charge: +1

3.
The following is a quantum chemistry calculation of C24H37Br2IN2O5PS2SiTi as an isolated structure, from OMol25.

CARTESIAN COORDINATES (ANGSTROEM)
1 Ti -0.33 -0.42 1.66
2 C -0.32 -3.90 -1.21
3 C 1.08 -3.44 -0.91
4 N 2.09 -4.06 -1.49
5 C 3.34 -3.64 -1.24
6 C 3.63 -2.58 -0.41
7 C 5.06 -2.19 -0.16
8 O 5.53 -2.57 1.13
9 C 2.57 -1.89 0.21
10 C 2.82 -0.73 1.05
11 N 1.84 -0.09 1.55
12 C 1.83 1.03 2.40
13 C 2.87 1.85 2.81
14 C 2.55 2.90 3.66
15 C 1.23 3.09 4.07
16 C 0.21 2.25 3.65
17 C 0.50 1.20 2.79
18 I 0.21 -2.01 3.89
19 C 1.26 -2.35 -0.03
20 O 0.18 -1.81 0.49
21 H -0.28 -4.70 -1.94
22 H -0.80 -4.25 -0.30
23 H -0.92 -3.06 -1.58
24 H 4.14 -4.18 -1.73
25 H 5.70 -2.70 -0.89
26 H 5.20 -1.12 -0.30
27 H 4.76 -2.72 1.70
28 H 3.85 -0.43 1.23
29 H 3.89 1.69 2.48
30 H 3.33 3.57 4.00
31 H 1.01 3.92 4.74
32 H -0.80 2.43 3.99
33 Br -1.91 4.61 1.48
34 C -2.88 3.00 1.89
35 Br -3.95 3.17 3.49
36 H -2.18 2.20 2.04
37 H -3.55 2.80 1.07
38 C -4.26 -1.16 3.72
39 Si -3.52 -1.21 2.01
40 C -4.68 -0.38 0.79
41 C -3.19 -2.97 1.49
42 O -2.10 -0.37 2.02
43 H -5.13 -1.82 3.79
44 H -4.58 -0.15 3.99
45 H -3.52 -1.49 4.45
46 H -5.71 -0.73 0.92
47 H -4.37 -0.58 -0.24
48 H -4.67 0.70 0.93
49 H -4.12 -3.49 1.26
50 H -2.66 -3.52 2.27
51 H -2.57 -2.97 0.59
52 C 2.59 0.73 -3.12
53 C 1.68 -0.49 -3.07
54 C 1.02 -0.81 -4.40
55 O 0.73 -0.37 -2.01
56 P -0.60 0.49 -1.85
57 S -2.19 -0.59 -2.18
58 S -0.44 1.44 -0.05
59 O -0.35 1.62 -2.97
60 C -1.04 2.88 -3.15
61 C -2.49 2.88 -2.69
62 C -0.23 3.99 -2.50
63 H 3.44 0.52 -3.77
64 H 2.96 0.95 -2.12
65 H 2.05 1.60 -3.50
66 H 2.28 -1.35 -2.76
67 H 0.43 0.03 -4.75
68 H 0.35 -1.67 -4.28
69 H 1.78 -1.06 -5.14
70 H -1.02 3.01 -4.24
71 H -2.55 2.76 -1.61
72 H -3.05 2.08 -3.16
73 H -2.93 3.84 -2.96
74 H -0.23 3.88 -1.42
75 H -0.65 4.96 -2.76
76 H 0.81 3.96 -2.85

Molecular weight in g mol⁻¹: 891.3
ΔE to the lowest compared entry with this formula, charge and spin in kJ/mol: 4.5
Charge: -1

4.
The following is a quantum chemistry calculation of a 3-piece molecular cluster, C24H37ClIN2O8S overall in a non-equilibrium geometry, from OMol25.

CARTESIAN COORDINATES (ANGSTROEM)
1 C 5.84 1.63 1.07
2 C 6.44 0.99 -0.19
3 C 5.93 1.55 -1.56
4 I 7.63 1.35 -2.94
5 C 4.74 0.76 -2.03
6 N 5.08 -0.43 -2.51
7 C 4.22 -1.34 -3.01
8 N 4.82 -2.57 -3.47
9 C 5.24 -3.25 -2.52
10 O 5.68 -3.92 -1.73
11 C 2.89 -1.10 -3.09
12 C 2.09 -2.20 -3.73
13 S 1.47 -3.32 -2.44
14 O 0.35 -4.06 -2.93
15 O 1.31 -2.58 -1.21
16 C 2.39 0.16 -2.57
17 C 1.00 0.50 -2.59
18 C -0.15 -0.36 -3.14
19 O -1.41 0.22 -2.96
20 C -1.94 -0.11 -1.68
21 O -2.91 0.82 -1.36
22 C -4.22 0.46 -1.78
23 C -5.05 0.17 -0.54
24 O -6.42 0.13 -0.88
25 C 0.62 1.69 -2.08
26 C 1.54 2.57 -1.52
27 C 2.86 2.30 -1.47
28 Cl 3.77 3.55 -0.68
29 C 3.36 1.08 -2.02
30 H 5.79 2.71 1.03
31 H 4.90 1.16 1.33
32 H 6.52 1.39 1.89
33 H 6.21 -0.07 -0.19
34 H 7.52 1.04 -0.16
35 H 5.82 2.62 -1.60
36 H 6.06 -0.71 -2.50
37 H 1.28 -1.87 -4.36
38 H 2.69 -2.85 -4.36
39 H 2.53 -4.15 -2.25
40 H -0.14 -1.33 -2.63
41 H 0.00 -0.46 -4.21
42 H -1.14 -0.01 -0.94
43 H -2.31 -1.14 -1.64
44 H -4.69 1.28 -2.33
45 H -4.22 -0.39 -2.46
46 H -4.82 0.93 0.20
47 H -4.74 -0.80 -0.14
48 H -6.84 -0.48 -0.26
49 H -0.41 2.01 -2.10
50 H 1.16 3.49 -1.12
51 C -0.74 0.53 2.09
52 C -1.22 1.95 2.29
53 C -2.58 2.01 2.94
54 O -1.28 2.60 1.01
55 H -1.45 0.01 1.44
56 H 0.23 0.51 1.61
57 H -0.67 -0.02 3.04
58 H -0.49 2.50 2.89
59 H -3.33 1.50 2.32
60 H -2.91 3.04 3.06
61 H -2.57 1.54 3.93
62 H -1.93 2.11 0.47
63 C -6.15 -1.69 5.22
64 C -4.83 -1.58 4.46
65 C -3.70 -1.14 5.37
66 O -4.97 -0.66 3.38
67 H -6.43 -0.72 5.64
68 H -6.95 -2.00 4.55
69 H -6.07 -2.41 6.03
70 H -4.59 -2.54 4.01
71 H -3.91 -0.16 5.80
72 H -2.77 -1.06 4.82
73 H -3.56 -1.85 6.19
74 H -5.19 0.20 3.76

Molecular weight in g mol⁻¹: 676.0
Charge: +1

5.
The following is a quantum chemistry calculation of a 7-piece molecular cluster, C24H37ClN2O22P overall in a non-equilibrium geometry, from OMol25.

CARTESIAN COORDINATES (ANGSTROEM)
1 C 0.92 -3.56 -1.13
2 N 0.33 -2.31 -0.60
3 C -1.00 -2.02 -1.22
4 C -1.80 -1.09 -0.32
5 C -2.97 -0.32 -0.93
6 O -3.21 0.83 -0.08
7 C -2.72 0.24 -2.32
8 N -3.09 -0.73 -3.36
9 C -1.78 -3.38 -1.38
10 O -2.00 -3.99 -0.32
11 O -2.10 -3.68 -2.54
12 P 1.53 -1.13 -0.59
13 O 1.03 -0.02 -1.69
14 Cl 1.13 0.08 1.14
15 H 0.49 -4.41 -0.61
16 H 2.00 -3.57 -0.95
17 H 0.76 -3.67 -2.21
18 H -0.84 -1.63 -2.22
19 H -2.17 -1.74 0.49
20 H -1.17 -0.33 0.13
21 H -3.90 -0.89 -0.95
22 H -3.13 0.53 0.83
23 H -1.68 0.58 -2.41
24 H -3.35 1.12 -2.45
25 H -2.29 -1.14 -3.82
26 H -3.63 -0.26 -4.09
27 H 0.69 0.79 -1.29
28 C -3.91 4.46 0.39
29 C -2.70 5.33 0.69
30 O -1.70 4.73 -0.14
31 C -2.31 4.07 -1.15
32 O -1.75 3.61 -2.09
33 O -3.64 4.02 -0.94
34 H -4.85 5.00 0.42
35 H -3.96 3.59 1.04
36 H -2.84 6.37 0.38
37 H -2.38 5.30 1.73
38 C -2.58 -3.64 -5.54
39 C -1.91 -4.78 -6.27
40 O -2.30 -4.56 -7.64
41 C -2.61 -3.25 -7.78
42 O -2.81 -2.72 -8.83
43 O -2.65 -2.64 -6.58
44 H -2.03 -3.28 -4.68
45 H -3.60 -3.88 -5.23
46 H -0.82 -4.73 -6.21
47 H -2.24 -5.76 -5.95
48 C 1.54 -7.32 1.56
49 C 2.17 -8.54 0.91
50 O 1.83 -8.36 -0.47
51 C 1.59 -7.03 -0.68
52 O 1.43 -6.53 -1.74
53 O 1.56 -6.37 0.50
54 H 2.10 -6.93 2.41
55 H 0.50 -7.49 1.86
56 H 3.26 -8.54 1.00
57 H 1.77 -9.48 1.27
58 C 1.24 5.88 -0.58
59 C 2.57 5.22 -0.88
60 O 3.51 6.23 -0.45
61 C 2.90 7.03 0.44
62 O 3.45 7.86 1.09
63 O 1.58 6.76 0.50
64 H 0.46 5.19 -0.28
65 H 0.88 6.49 -1.41
66 H 2.73 4.32 -0.28
67 H 2.73 4.99 -1.93
68 C 5.09 6.78 4.05
69 C 4.08 7.78 4.58
70 O 3.31 6.99 5.49
71 C 4.08 5.94 5.89
72 O 3.79 5.20 6.77
73 O 5.20 5.86 5.15
74 H 6.06 7.22 3.83
75 H 4.72 6.25 3.18
76 H 4.55 8.60 5.13
77 H 3.44 8.20 3.80
78 C -0.52 -2.77 5.16
79 C 0.42 -1.62 5.50
80 O 1.60 -1.98 4.78
81 C 1.24 -2.79 3.74
82 O 1.96 -3.11 2.86
83 O -0.05 -3.17 3.88
84 H -1.56 -2.47 5.09
85 H -0.42 -3.61 5.85
86 H 0.06 -0.66 5.13
87 H 0.65 -1.54 6.56

Molecular weight in g mol⁻¹: 772.0
Charge: -1

6.
The following is a quantum chemistry calculation of a 7-piece molecular cluster, C24H37F3O21 overall in a non-equilibrium geometry, from OMol25.

CARTESIAN COORDINATES (ANGSTROEM)
1 O 1.61 -0.64 2.00
2 C 1.00 -0.66 0.99
3 O 0.56 -1.75 0.35
4 C -0.02 -1.33 -0.90
5 C -0.43 0.08 -0.57
6 F -1.62 0.15 0.10
7 O 0.60 0.47 0.32
8 H 0.70 -1.40 -1.71
9 H -0.85 -1.98 -1.14
10 H -0.45 0.74 -1.44
11 O -3.81 0.21 -2.22
12 C -4.10 1.04 -1.43
13 O -3.29 2.02 -0.99
14 C -4.09 2.89 -0.16
15 C -5.07 1.87 0.38
16 F -6.24 2.42 0.77
17 O -5.30 1.08 -0.77
18 H -3.50 3.38 0.61
19 H -4.55 3.66 -0.78
20 H -4.63 1.33 1.22
21 O -0.20 -0.79 -3.71
22 C -1.08 -0.17 -4.21
23 O -1.01 1.16 -4.47
24 C -2.34 1.61 -4.71
25 C -3.08 0.36 -5.11
26 F -3.08 0.11 -6.46
27 O -2.31 -0.64 -4.48
28 H -2.74 1.96 -3.76
29 H -2.42 2.43 -5.42
30 H -4.11 0.30 -4.76
31 C -1.94 0.17 8.96
32 C -1.51 -0.95 8.00
33 O -0.09 -0.96 7.79
34 C 0.35 -0.34 6.69
35 O -0.33 0.30 5.93
36 O 1.66 -0.53 6.60
37 C 2.26 -0.27 5.32
38 H -2.34 -0.24 9.89
39 H -2.71 0.78 8.50
40 H -1.10 0.78 9.30
41 H -2.00 -0.78 7.04
42 H -1.75 -1.93 8.40
43 H 1.69 -0.84 4.58
44 H 3.25 -0.72 5.32
45 H 2.23 0.79 5.09
46 C 5.84 -1.24 4.28
47 C 5.02 -1.10 2.99
48 O 5.24 -2.18 2.08
49 C 4.65 -3.33 2.44
50 O 3.98 -3.48 3.42
51 O 4.86 -4.30 1.56
52 C 5.92 -4.22 0.61
53 H 5.47 -2.06 4.90
54 H 5.72 -0.34 4.89
55 H 6.89 -1.37 4.02
56 H 5.49 -0.22 2.53
57 H 3.96 -0.93 3.15
58 H 5.69 -4.93 -0.18
59 H 6.87 -4.49 1.06
60 H 6.01 -3.22 0.20
61 C 1.02 3.36 -6.06
62 C 0.47 4.53 -5.25
63 O -0.06 4.10 -4.01
64 C 0.78 4.07 -2.98
65 O 1.90 4.50 -2.97
66 O 0.15 3.48 -1.96
67 C 0.84 3.44 -0.71
68 H 1.99 3.04 -5.68
69 H 1.19 3.66 -7.09
70 H 0.31 2.53 -6.01
71 H -0.33 5.01 -5.82
72 H 1.26 5.27 -5.10
73 H 0.11 3.64 0.07
74 H 1.64 4.18 -0.69
75 H 1.23 2.43 -0.55
76 O -0.04 -3.60 -2.99
77 C -1.17 -3.65 -3.37
78 O -2.24 -4.02 -2.63
79 C -3.42 -3.53 -3.28
80 C -2.97 -3.37 -4.73
81 O -1.55 -3.30 -4.62
82 H -4.19 -4.28 -3.11
83 H -3.74 -2.59 -2.82
84 H -3.35 -2.44 -5.14
85 H -3.24 -4.20 -5.38

Molecular weight in g mol⁻¹: 718.5
ΔE to the lowest compared entry with this formula, charge and spin in kJ/mol: 0.0
Charge: 0

no.,LUMO level (eV),E (eV)
1,1.87,-69952.001
2,-3.95,-238268.230
3,1.77,-248855.988
4,-4.70,-76298.107
5,1.79,-95328.402
6,0.18,-76638.789